Entry 1:
{
  "formula": "C6H9P",
  "method": "ωB97M-V with the def2-TZVPD basis set",
  "homo_energy_ev": -8.55,
  "de_lowest_ev": 1.3911,
  "smiles": "C1=C[C@H]2P[C@H]2CC1",
  "largest_force_ev_per_a": 4.74,
  "symbols": ["C", "C", "C", "P", "C", "C", "C", "H", "H", "H", "H", "H", "H", "H", "H", "H"],
  "xyz": [[-1.061, 1.175, 0.627], [-0.068, 1.584, -0.172], [1.036, 0.774, -0.694], [2.031, 0.053, 0.644], [0.847, -0.680, -0.575], [-0.522, -1.178, -0.103], [-1.089, -0.276, 1.062], [-1.817, 1.793, 1.106], [-0.102, 2.786, -0.343], [1.607, 1.095, -1.585], [3.066, 0.137, -0.146], [1.387, -1.361, -1.335], [-0.432, -2.168, 0.145], [-1.177, -0.980, -1.025], [-2.197, -0.566, 1.182], [-0.592, -0.410, 2.057]],
  "mulliken_charge": [-0.31, -0.40, -0.01, -0.13, -0.41, -0.69, -0.82, 0.38, 0.15, 0.53, -0.01, 0.38, 0.44, 0.26, 0.32, 0.31]
}

Entry 2:
{
  "formula": "C4H7F3N2O",
  "method": "ωB97M-V with the def2-TZVPD basis set",
  "homo_energy_ev": [-9.17, -9.17],
  "de_lowest_ev": 4.7163,
  "largest_force_ev_per_a": 5.22,
  "symbols": ["C", "C", "C", "C", "N", "N", "O", "F", "F", "F", "H", "H", "H", "H", "H", "H", "H"],
  "xyz": [[1.191, 0.223, 1.091], [-1.999, 0.291, -0.129], [-0.698, -1.164, -1.638], [2.393, 1.043, 1.253], [0.558, -0.672, 1.579], [-0.688, -0.259, -0.523], [0.260, 0.688, -0.632], [2.755, 1.624, 0.141], [2.163, 1.899, 2.295], [3.434, 0.279, 1.550], [-1.947, 1.104, 0.497], [-2.734, 0.456, -1.078], [-2.422, -0.388, 0.468], [-1.706, -1.401, -1.658], [-0.436, -0.728, -2.574], [0.080, -1.936, -1.433], [-0.203, -1.061, 0.793]],
  "mulliken_charge": [0.18, -1.01, -0.95, 0.87, -0.54, 0.23, -0.55, -0.21, -0.24, -0.24, 0.37, 0.28, 0.42, 0.39, 0.31, 0.25, 0.45]
}

Entry 3:
{
  "formula": "CH3ClIN",
  "method": "ωB97M-V with the def2-TZVPD basis set",
  "homo_energy_ev": -9.21,
  "de_lowest_ev": 2.7406,
  "largest_force_ev_per_a": 2.36,
  "symbols": ["C", "N", "Cl", "I", "H", "H", "H"],
  "xyz": [[0.279, -1.342, 1.876], [-0.754, 0.898, -1.051], [0.325, 0.254, 2.307], [1.632, -1.832, 0.327], [-1.232, 0.161, -1.547], [-0.024, 1.328, -1.702], [-0.225, 0.533, -0.211]],
  "mulliken_charge": [-0.11, -0.66, 0.01, 0.11, 0.25, 0.25, 0.14]
}

Entry 4:
{
  "formula": "C6H14BrF3LiO5S",
  "method": "ωB97M-V with the def2-TZVPD basis set",
  "homo_energy_ev": -4.98,
  "de_lowest_ev": 0.0000,
  "total_charge": -1,
  "largest_force_ev_per_a": 0.46,
  "symbols": ["Li", "Br", "C", "F", "F", "F", "S", "O", "O", "O", "C", "C", "C", "O", "H", "H", "H", "H", "H", "H", "H", "H", "C", "C", "O", "H", "H", "H", "H", "H", "H"],
  "xyz": [[-17.161, -15.157, -9.016], [-16.320, -17.394, -9.491], [-17.212, -13.906, -13.031], [-18.513, -13.526, -13.075], [-17.190, -15.243, -12.966], [-16.660, -13.544, -14.204], [-16.320, -13.132, -11.624], [-16.893, -13.831, -10.479], [-14.937, -13.427, -11.894], [-16.728, -11.753, -11.732], [-20.905, -15.952, -7.088], [-19.464, -15.490, -6.949], [-18.535, -16.625, -6.565], [-18.987, -14.950, -8.204], [-21.283, -16.294, -6.120], [-20.950, -16.808, -7.766], [-21.560, -15.171, -7.476], [-19.393, -14.708, -6.181], [-18.523, -17.393, -7.335], [-18.842, -17.045, -5.605], [-17.520, -16.244, -6.447], [-19.588, -14.254, -8.487], [-13.994, -14.292, -8.619], [-14.735, -14.699, -7.353], [-16.103, -14.258, -7.376], [-14.439, -14.777, -9.490], [-12.945, -14.585, -8.571], [-14.065, -13.214, -8.780], [-14.245, -14.301, -6.455], [-14.772, -15.784, -7.268], [-16.123, -13.351, -7.064]],
  "mulliken_charge": [0.60, -0.80, 0.57, -0.25, -0.22, -0.25, 1.04, -0.51, -0.68, -0.68, -1.36, 0.70, -1.24, -0.36, 0.37, 0.32, 0.39, 0.15, 0.32, 0.40, 0.20, 0.21, -0.84, -0.35, -0.34, 0.18, 0.39, 0.24, 0.35, 0.26, 0.19]
}

Entry 5:
{
  "formula": "C56H43CsFIN6O9P2",
  "method": "ωB97M-V with the def2-TZVPD basis set",
  "homo_energy_ev": -3.24,
  "de_lowest_ev": 3.3334,
  "total_charge": -2,
  "largest_force_ev_per_a": 2.93,
  "symbols": ["Cs", "O", "C", "O", "C", "C", "C", "C", "C", "N", "C", "O", "O", "H", "H", "H", "C", "C", "C", "C", "C", "C", "C", "C", "P", "C", "C", "C", "C", "C", "C", "C", "C", "C", "C", "C", "C", "C", "O", "C", "C", "C", "C", "C", "C", "P", "C", "C", "C", "C", "C", "C", "C", "C", "C", "C", "C", "C", "H", "H", "H", "H", "H", "H", "H", "H", "H", "H", "H", "H", "H", "H", "H", "H", "H", "H", "H", "H", "H", "H", "H", "H", "H", "H", "H", "H", "H", "H", "H", "H", "I", "C", "C", "N", "N", "C", "H", "H", "H", "N", "C", "H", "F", "C", "C", "N", "C", "C", "O", "O", "C", "O", "N", "C", "O", "H", "H", "H", "H"],
  "xyz": [[-1.166, 0.820, 1.793], [0.239, 3.713, 4.698], [0.020, 3.008, 3.697], [0.009, 1.755, 3.615], [-0.341, 3.766, 2.406], [-1.034, 4.968, 2.522], [-1.436, 5.621, 1.368], [-1.120, 5.060, 0.142], [-0.413, 3.861, 0.114], [-0.032, 3.230, 1.224], [-0.118, 3.213, -1.251], [0.232, 3.994, -2.159], [-0.325, 1.979, -1.317], [-1.237, 5.355, 3.510], [-1.984, 6.556, 1.420], [-1.399, 5.534, -0.789], [6.316, -6.106, 0.088], [6.191, -4.663, -0.429], [7.569, -4.152, -0.889], [5.245, -4.626, -1.609], [5.527, -5.372, -2.749], [4.714, -5.323, -3.861], [3.577, -4.530, -3.856], [3.241, -3.791, -2.734], [1.766, -2.687, -2.601], [1.313, -2.705, -4.387], [1.794, -1.640, -5.145], [1.616, -1.613, -6.521], [0.949, -2.652, -7.153], [0.443, -3.705, -6.402], [0.617, -3.730, -5.026], [0.555, -3.900, -1.945], [-0.793, -3.547, -2.035], [-1.771, -4.404, -1.555], [-1.421, -5.604, -0.949], [-0.082, -5.945, -0.832], [0.900, -5.099, -1.328], [4.098, -3.838, -1.614], [3.731, -3.059, -0.544], [4.531, -3.007, 0.577], [4.130, -2.114, 1.595], [4.913, -2.027, 2.732], [6.054, -2.802, 2.870], [6.436, -3.652, 1.858], [5.695, -3.765, 0.685], [2.613, -1.090, 1.328], [3.340, 0.051, 0.026], [4.709, 0.245, -0.167], [5.161, 1.110, -1.154], [4.254, 1.805, -1.946], [2.892, 1.628, -1.753], [2.442, 0.742, -0.783], [2.710, 0.022, 2.786], [2.567, -0.455, 4.095], [2.632, 0.415, 5.173], [2.852, 1.767, 4.972], [2.990, 2.251, 3.684], [2.913, 1.390, 2.600], [6.682, -6.771, -0.696], [5.343, -6.469, 0.423], [7.009, -6.156, 0.929], [7.970, -4.777, -1.689], [8.278, -4.156, -0.059], [7.482, -3.130, -1.260], [6.414, -5.995, -2.776], [4.964, -5.901, -4.743], [2.943, -4.492, -4.731], [2.306, -0.827, -4.641], [1.980, -0.773, -7.097], [0.804, -2.628, -8.226], [-0.089, -4.512, -6.892], [0.216, -4.553, -4.449], [-1.081, -2.606, -2.496], [-2.807, -4.121, -1.653], [-2.185, -6.266, -0.560], [0.204, -6.873, -0.353], [1.942, -5.380, -1.235], [4.629, -1.337, 3.515], [6.650, -2.733, 3.772], [7.346, -4.231, 1.974], [5.431, -0.265, 0.459], [6.227, 1.254, -1.294], [4.611, 2.493, -2.703], [2.171, 2.189, -2.337], [1.374, 0.626, -0.646], [2.395, -1.506, 4.269], [2.490, 0.032, 6.177], [2.884, 2.447, 5.814], [3.116, 3.313, 3.517], [2.978, 1.799, 1.602], [-2.184, 2.269, -5.958], [-2.707, 1.337, -4.180], [-2.815, 1.929, -2.945], [-3.198, 0.951, -2.110], [-3.301, -0.241, -2.711], [-3.007, -0.019, -3.982], [-2.652, 2.943, -2.630], [-3.311, 0.996, -1.096], [-3.028, -0.817, -4.705], [0.324, -2.884, 2.191], [1.464, -2.532, 2.286], [-0.488, -2.707, 1.608], [-4.611, -4.296, 4.279], [-4.969, -3.987, 3.019], [-4.952, -2.707, 2.608], [-5.367, -2.331, 1.361], [-5.183, -0.949, 0.930], [-3.712, -0.428, 1.103], [-3.545, 0.746, 0.718], [-2.886, -1.196, 1.621], [-5.798, -3.271, 0.442], [-6.199, -3.001, -0.671], [-5.756, -4.575, 0.898], [-5.384, -5.061, 2.153], [-5.441, -6.249, 2.402], [-4.622, -1.921, 3.269], [-5.833, -0.287, 1.505], [-5.451, -0.880, -0.120], [-6.042, -5.269, 0.225]],
  "mulliken_charge": [1.30, -0.76, 0.51, -0.81, 0.45, -0.86, -0.48, -0.86, 0.45, 0.26, -0.04, -0.81, -0.50, 0.49, 0.39, 0.47, -1.77, 1.88, -1.74, 1.03, -0.59, -1.72, -0.17, 0.93, 0.73, 0.36, -0.58, -0.62, -0.46, -0.67, -0.34, 0.55, -0.86, -0.57, -0.62, -0.65, -0.35, -1.36, 0.24, -1.07, -0.01, -0.26, -1.70, -0.67, 1.30, 1.37, 0.36, -0.41, -0.82, -0.74, -0.82, 0.19, 0.21, -0.27, -0.89, -0.40, -0.93, -0.10, 0.38, 0.37, 0.39, 0.39, 0.40, 0.38, 0.31, 0.38, 0.41, 0.50, 0.41, 0.37, 0.41, 0.39, 0.63, 0.52, 0.37, 0.39, 0.34, 0.57, 0.39, 0.28, 0.46, 0.35, 0.33, 0.45, 0.51, 0.48, 0.36, 0.34, 0.35, 0.25, 0.03, -0.50, -0.43, 0.58, -0.72, -0.27, 0.60, 0.27, 0.47, -0.49, 0.17, 0.21, -0.34, 0.34, -0.14, 0.13, -1.07, 1.12, -1.09, -0.69, 0.54, -0.66, -0.06, 0.27, -0.68, 0.45, 0.24, 0.45, 0.21]
}

Entry 6:
{
  "formula": "C8H11BrS",
  "method": "ωB97M-V with the def2-TZVPD basis set",
  "homo_energy_ev": -8.01,
  "de_lowest_ev": 1.9225,
  "largest_force_ev_per_a": 1.03,
  "symbols": ["C", "C", "C", "C", "C", "C", "C", "C", "S", "Br", "H", "H", "H", "H", "H", "H", "H", "H", "H", "H", "H"],
  "xyz": [[-1.327, 1.174, 1.785], [-0.858, 2.377, 1.445], [-0.692, -0.075, 1.390], [0.358, 2.580, 0.667], [-0.078, -0.262, 0.225], [1.540, 2.026, 0.926], [-0.028, -2.146, -1.396], [0.618, -1.523, -0.160], [2.986, 2.175, -0.074], [1.959, 1.095, 2.523], [-2.213, 1.096, 2.399], [-1.397, 3.276, 1.715], [-0.704, -0.868, 2.126], [0.267, 3.206, -0.214], [-0.133, 0.488, -0.552], [-1.101, -2.253, -1.247], [0.390, -3.132, -1.592], [0.135, -1.520, -2.273], [1.668, -1.301, -0.380], [0.598, -2.232, 0.671], [2.411, 2.810, -1.094]],
  "mulliken_charge": [-0.38, -0.40, -0.57, -0.77, 0.02, 0.56, -1.24, -0.41, -0.18, -0.09, 0.38, 0.38, 0.34, 0.27, 0.35, 0.34, 0.36, 0.33, 0.25, 0.35, 0.12]
}

Entry 7:
{
  "formula": "C27H20BCl3F4GeN9O5Pd",
  "method": "ωB97M-V with the def2-TZVPD basis set",
  "homo_energy_ev": [-9.22, -9.22],
  "spin_multiplicity": 4,
  "de_lowest_ev": 0.0000,
  "s2": 3.759,
  "largest_force_ev_per_a": 0.46,
  "symbols": ["Pd", "C", "N", "C", "N", "C", "N", "C", "C", "C", "C", "C", "C", "C", "N", "N", "C", "O", "C", "C", "C", "C", "C", "C", "N", "C", "N", "C", "N", "C", "H", "H", "H", "H", "H", "H", "H", "H", "H", "H", "H", "H", "H", "H", "H", "H", "O", "C", "O", "C", "C", "C", "C", "C", "C", "N", "O", "O", "H", "H", "H", "H", "Cl", "Ge", "Cl", "Cl", "F", "B", "F", "F", "F"],
  "xyz": [[0.377, -0.127, 0.188], [-0.802, 3.793, 3.985], [-0.291, 3.152, 2.786], [-0.749, 2.075, 2.143], [0.029, 1.837, 1.102], [0.982, 2.809, 1.167], [0.814, 3.626, 2.174], [-2.078, 4.585, 3.791], [-2.655, 5.178, 4.909], [-3.817, 5.924, 4.789], [-4.423, 6.080, 3.553], [-3.851, 5.487, 2.435], [-2.676, 4.745, 2.553], [-4.489, 5.637, 1.134], [-5.493, 6.375, 0.806], [-5.725, 6.154, -0.536], [-4.844, 5.299, -0.928], [-4.018, 4.925, 0.082], [-4.648, 4.719, -2.250], [-5.462, 5.112, -3.308], [-5.267, 4.548, -4.556], [-4.273, 3.598, -4.750], [-3.457, 3.205, -3.698], [-2.351, 2.200, -3.928], [-2.190, 1.278, -2.818], [-1.315, 1.343, -1.822], [-1.460, 0.283, -1.041], [-2.475, -0.409, -1.637], [-2.947, 0.169, -2.708], [-3.650, 3.771, -2.447], [-0.002, 4.447, 4.326], [-0.947, 3.023, 4.744], [-1.605, 1.495, 2.445], [1.793, 2.885, 0.461], [-2.190, 5.057, 5.881], [-4.255, 6.383, 5.666], [-5.334, 6.652, 3.442], [-2.237, 4.307, 1.666], [-6.236, 5.849, -3.138], [-5.898, 4.843, -5.384], [-4.136, 3.153, -5.728], [-1.385, 2.685, -4.074], [-2.555, 1.601, -4.813], [-0.580, 2.121, -1.717], [-2.875, -1.338, -1.267], [-3.031, 3.472, -1.611], [1.895, -0.240, 1.831], [1.041, -0.789, 2.572], [-0.133, -1.044, 2.141], [1.383, -1.136, 3.980], [0.523, -1.925, 4.735], [0.847, -2.253, 6.043], [2.024, -1.785, 6.605], [2.861, -0.997, 5.834], [2.571, -0.666, 4.525], [4.109, -0.489, 6.433], [4.826, 0.202, 5.741], [4.345, -0.798, 7.584], [-0.392, -2.282, 4.280], [0.184, -2.877, 6.627], [2.304, -2.019, 7.622], [3.249, -0.063, 3.940], [-1.314, -3.854, -1.897], [-0.529, -2.936, -0.113], [-0.599, -4.391, 1.472], [1.551, -2.468, -0.518], [1.526, 0.965, -1.364], [1.521, 0.678, -2.843], [0.979, 1.814, -3.448], [2.803, 0.428, -3.223], [0.664, -0.417, -2.980]],
  "mulliken_spin": [1.49, 0.00, 0.00, -0.02, 0.15, -0.02, 0.01, 0.00, 0.00, 0.00, 0.00, 0.00, 0.00, 0.00, 0.00, 0.00, 0.00, 0.00, 0.00, 0.00, 0.00, 0.00, 0.00, 0.00, 0.00, -0.02, 0.10, 0.01, 0.01, 0.00, 0.00, 0.00, 0.00, 0.00, 0.00, 0.00, 0.00, 0.00, 0.00, 0.00, 0.00, 0.00, 0.00, 0.00, -0.02, 0.00, 0.11, -0.04, 0.11, 0.00, 0.00, 0.00, 0.00, 0.00, 0.01, 0.00, 0.00, 0.00, 0.00, 0.00, 0.00, 0.00, 0.12, 0.64, 0.11, 0.17, 0.04, 0.01, 0.00, 0.00, 0.00]
}